Below is a molecular structure, C36H96BCrF10N9O14S2 at a distorted geometry, with properties calculated with the ωB97M-V functional and the def2-TZVPD basis.

XYZ file:
```
169
Properties=species:S:1:pos:R:3:forces:R:3:mulliken_charge:R:1
Cr -1.622612 0.185057 2.874256 -0.7 1.2 -2.0 0.373
B 0.068473 1.607763 4.382408 5.3 3.7 2.8 0.219
F 1.252870 1.075113 4.886285 -0.6 0.0 -0.9 -0.320
F -0.918924 0.776172 4.644321 -5.0 -3.5 2.8 -0.176
F -0.093925 2.879207 4.921013 -0.5 -0.6 -0.7 -0.351
F -0.049703 1.583401 3.007596 1.1 0.3 -2.5 0.016
C 2.203968 0.569496 1.283641 2.6 0.6 0.0 0.673
F 3.213261 0.331161 0.424729 -1.1 0.0 0.0 -0.190
F 2.844237 0.671131 2.487227 -2.2 -0.1 -1.4 -0.124
F 1.574023 1.697339 0.924809 0.7 -1.4 1.1 0.028
S 1.058140 -1.003464 1.179392 0.2 -1.0 5.1 0.547
O 1.380993 -1.796351 0.017589 -0.8 1.4 0.7 -0.171
O 1.134908 -1.699914 2.494571 -0.4 1.9 -2.9 -0.695
N -0.581542 -0.157220 1.249127 3.0 -2.2 -2.9 0.234
S -0.761655 0.139715 -0.360598 -2.4 2.7 -1.7 0.556
O -1.968827 0.971820 -0.495784 1.2 -2.1 0.1 -1.116
O 0.409951 0.649638 -1.036028 -0.8 -1.2 1.0 0.155
C -1.125182 -1.610256 -1.224182 0.9 0.6 -0.4 -0.228
F -1.036296 -2.610213 -0.348359 0.0 0.1 -0.4 -0.150
F -2.369822 -1.561674 -1.654424 -0.7 0.1 -0.1 -0.102
F -0.336201 -1.821141 -2.305799 -0.6 0.2 1.6 -0.178
C 4.302230 -4.659148 3.182224 0.9 0.0 0.3 -1.430
C 5.109022 -3.346887 3.527453 -0.1 -2.3 0.7 0.320
C 6.450742 -3.221864 2.826021 1.1 0.1 -2.2 -0.621
O 7.032713 -1.906260 2.808171 0.7 1.8 0.9 -0.287
C 8.322236 -1.718389 2.150743 -0.1 -1.0 0.0 -0.850
N 4.282487 -2.247437 3.216614 -0.3 1.8 0.3 -0.327
H 4.286054 -4.890810 2.117243 0.3 0.1 -0.2 0.317
H 3.255438 -4.633116 3.484969 0.0 0.7 0.2 0.294
H 4.662909 -5.537940 3.716757 0.5 0.0 -0.2 0.426
H 5.341849 -3.381736 4.591730 -0.4 0.3 0.3 0.377
H 6.169056 -3.320877 1.777713 0.4 -1.0 -0.5 0.246
H 7.241756 -3.896700 3.153104 -0.3 -0.5 0.0 0.389
H 9.184494 -2.107694 2.692084 -0.4 -1.2 0.3 0.319
H 8.777560 -0.735355 2.030614 -1.7 1.0 0.4 0.284
H 8.288487 -2.096589 1.129023 0.0 -0.5 0.0 0.332
H 4.983546 -1.520559 3.200807 -0.4 1.2 0.0 0.214
H 3.949333 -2.286839 2.263950 0.0 -0.4 -0.3 0.001
C -2.524718 -2.083909 -4.958600 0.7 -0.7 1.5 -0.887
C -3.057328 -1.518726 -6.257889 -1.0 0.2 -2.1 0.607
C -4.328963 -2.232923 -6.890423 -0.1 2.0 1.4 -0.963
O -3.977219 -3.428863 -7.395086 1.1 -1.4 -0.3 -0.299
C -4.923936 -4.097201 -8.246686 0.1 0.8 0.1 -0.757
N -3.196571 -0.101528 -5.887478 0.3 -2.7 0.7 -0.089
H -3.022588 -1.838114 -4.020618 -0.6 0.3 -0.3 -0.056
H -1.487337 -1.810899 -4.765237 0.1 0.0 -0.3 0.139
H -2.605002 -3.167513 -5.044894 0.0 -0.2 -0.3 0.640
H -2.248898 -1.593252 -6.985198 0.0 0.1 -0.1 0.423
H -4.741880 -1.531559 -7.615457 0.0 0.1 -0.4 0.442
H -5.086144 -2.346516 -6.114612 -0.3 0.1 0.4 0.357
H -5.903329 -4.199566 -7.779325 0.1 -0.2 0.3 0.323
H -4.489186 -5.068423 -8.482969 -0.1 0.3 -0.1 0.248
H -5.068046 -3.462065 -9.120710 0.1 -0.3 -0.3 0.334
H -2.297830 0.204489 -5.542940 1.0 1.1 -0.3 0.142
H -3.848619 0.036273 -5.128571 -1.0 0.6 -0.2 0.417
C 2.286238 5.144803 -1.590682 0.8 0.4 -1.0 -1.533
C 2.755533 4.258266 -0.457670 0.0 0.0 0.6 1.720
C 4.179569 4.450252 0.004667 1.4 1.9 0.4 -0.696
O 5.025323 4.088557 -0.982648 1.7 -1.5 -3.0 -0.293
C 6.368593 4.539156 -1.014258 -0.1 0.4 -0.7 -0.884
N 1.899480 4.442037 0.705424 -0.6 -0.4 0.2 -0.422
H 2.168572 6.211627 -1.400575 -0.2 0.0 0.8 0.409
H 1.379963 4.789121 -2.080849 0.0 -0.1 0.3 0.157
H 3.051614 5.191633 -2.365346 0.1 -0.5 -0.1 0.400
H 2.685172 3.225510 -0.799081 -0.2 -0.2 0.0 -0.726
H 4.582928 3.986617 0.904915 -1.2 -0.6 0.8 0.165
H 4.404284 5.503189 0.174762 -0.6 0.8 0.4 0.499
H 6.440262 5.626294 -1.047282 -0.2 0.3 0.6 0.366
H 6.773379 4.275085 -1.991239 -0.1 -0.5 0.1 0.261
H 7.035103 4.136735 -0.251415 -0.3 -0.1 0.3 0.294
H 2.344225 3.949620 1.466901 -0.2 -0.1 0.4 -0.184
H 1.881615 5.414863 0.976337 0.0 0.3 0.0 0.324
C -1.896708 -4.142567 3.278725 0.2 0.9 0.2 -1.556
C -1.892362 -2.722600 2.730714 -1.0 0.4 -2.5 0.538
C -3.232654 -2.208527 2.100685 -0.2 -1.0 0.8 -1.079
O -3.247312 -0.786969 1.727381 2.5 -2.2 0.9 0.523
C -4.405289 -0.519110 0.999461 -1.6 2.1 -0.2 -0.507
N -1.530121 -1.720427 3.730278 0.5 -1.0 0.4 -0.211
H -2.384872 -4.071452 4.250709 -0.3 -0.9 0.0 0.439
H -0.845866 -4.402841 3.405491 0.0 -0.1 0.3 0.451
H -2.279877 -4.878507 2.571846 -0.5 0.1 0.3 0.408
H -1.112686 -2.751326 1.969545 -0.2 0.5 -0.1 -0.479
H -4.087362 -2.292060 2.771947 0.2 -0.2 0.7 0.752
H -3.546487 -2.882647 1.303706 0.4 0.5 -0.7 0.421
H -5.272035 -0.732476 1.625013 -0.1 0.1 0.1 0.441
H -4.572635 -0.999954 0.035663 0.9 -0.6 0.1 0.017
H -4.352436 0.549989 0.793728 -0.3 0.0 0.0 -0.036
H -0.671988 -2.088274 4.115499 1.4 0.8 -0.2 0.269
H -2.090104 -2.012281 4.518533 -1.1 0.9 0.7 0.414
C -3.148609 3.616521 4.018018 -0.4 -1.8 -1.2 -1.309
C -3.517556 2.955692 2.615973 0.5 0.2 2.7 0.246
C -3.945193 3.969567 1.589065 0.2 -0.2 -0.7 -0.814
O -4.509376 3.202626 0.521962 2.4 -0.6 1.2 -0.120
C -5.312178 3.871884 -0.364695 -2.0 -0.1 -0.1 -0.975
N -2.349295 2.111087 2.181936 -0.9 0.6 -0.8 1.848
H -2.502629 4.490444 3.933883 -0.6 0.3 0.0 0.401
H -2.547901 2.898873 4.576800 0.0 -0.1 0.0 0.186
H -4.096151 3.667333 4.554372 0.3 1.0 0.1 0.484
H -4.339371 2.255024 2.763606 -0.2 0.2 0.1 0.258
H -3.141092 4.604881 1.217711 0.7 -0.3 -0.2 0.154
H -4.570926 4.744980 2.030970 -0.9 -0.5 0.2 0.581
H -5.027706 4.894115 -0.614145 0.1 0.0 0.1 0.381
H -6.264476 3.793900 0.159836 -0.8 1.1 -0.6 0.370
H -5.450927 3.275632 -1.266545 0.4 0.1 -0.1 0.196
H -1.643224 2.824531 2.069884 1.3 0.0 0.4 0.185
H -2.541998 2.031552 1.193682 0.0 -1.0 -0.9 -0.716
C 2.893718 1.401688 -4.151562 -0.6 -0.2 -0.5 -1.574
C 1.465248 0.736750 -4.258661 0.4 0.5 -1.7 1.264
C 0.241687 1.691683 -4.071332 0.5 -0.8 0.8 -0.041
O -0.902667 0.812010 -3.895134 -0.9 0.1 1.3 0.440
C -2.151687 1.534560 -3.660318 1.5 0.7 -1.7 -0.944
N 1.304158 0.220664 -5.671373 1.0 -0.2 0.1 -0.691
H 3.020632 2.239484 -4.837190 -0.3 0.4 0.4 0.384
H 3.714864 0.760785 -4.472620 -0.4 -0.8 -0.2 0.460
H 3.194128 1.598917 -3.122512 -0.5 0.6 0.0 0.217
H 1.510130 -0.027191 -3.482461 -0.7 -0.2 0.0 -0.590
H 0.035454 2.374208 -4.895785 0.4 -0.3 -0.5 0.748
H 0.380326 2.340476 -3.206495 -0.1 -0.3 0.4 -0.692
H -3.001293 0.882274 -3.458382 0.4 -0.2 0.2 -0.014
H -2.207387 2.004635 -4.642172 -1.2 0.5 -0.1 0.880
H -2.160995 2.376178 -2.967721 0.5 -0.5 0.5 -0.239
H 0.629749 -0.482675 -5.937027 -1.0 0.2 1.0 0.107
H 2.112650 -0.307410 -5.967315 0.8 0.5 0.2 0.319
C 2.884433 4.842975 6.527851 -2.1 -0.1 -1.4 -1.204
C 4.092194 4.175955 5.949483 -2.4 -1.9 -0.4 0.175
C 4.153839 4.292184 4.367113 0.6 0.9 0.6 -0.088
O 5.430815 3.925219 3.715333 -2.1 0.6 0.9 -0.450
C 5.526410 2.550031 3.438390 1.2 -0.2 -0.3 -0.413
N 5.147128 4.806840 6.651488 1.4 -0.1 -1.7 -0.722
H 2.850472 5.893157 6.237901 0.1 0.3 0.3 0.402
H 2.756851 4.705422 7.601580 0.4 0.1 -0.1 0.365
H 2.004271 4.415313 6.047718 -0.4 -0.1 0.1 0.076
H 3.906607 3.132240 6.203080 0.8 -0.4 0.1 0.377
H 3.978233 5.352490 4.185414 0.7 0.4 -0.2 0.362
H 3.262381 3.892889 3.883406 0.1 -1.0 0.0 -0.216
H 6.556382 2.353411 3.140738 0.4 0.1 0.7 0.305
H 5.085465 2.231719 2.493743 -1.2 0.1 0.2 -0.061
H 5.284097 1.944403 4.311651 -0.2 -0.2 -0.3 0.338
H 5.862992 4.552169 5.986056 1.8 0.0 0.6 0.354
H 4.920984 5.706315 6.251612 0.8 1.4 0.9 0.378
C -6.595848 -8.134299 -0.552605 -0.6 -0.1 -0.9 -1.513
C -5.913568 -7.365907 -1.713971 -1.4 -0.4 1.8 0.464
C -5.986764 -5.846005 -1.507409 -0.8 -1.0 0.2 -0.638
O -5.184025 -5.257792 -2.495060 0.6 0.6 -0.8 -0.374
C -4.711629 -3.967007 -2.221092 -0.1 0.0 0.7 -0.397
N -4.609184 -7.936687 -1.851133 0.9 0.6 -0.3 -0.657
H -7.655869 -7.881455 -0.529551 0.0 0.3 0.4 0.404
H -6.137415 -8.058362 0.433380 0.1 0.4 0.0 0.376
H -6.605655 -9.192511 -0.813759 0.2 0.0 0.0 0.398
H -6.588766 -7.560191 -2.547318 0.5 -0.2 -0.6 0.242
H -5.800804 -5.550890 -0.474727 0.9 0.1 0.2 0.293
H -7.042133 -5.598578 -1.621790 -0.2 0.4 -0.4 0.300
H -3.835289 -4.012288 -1.574504 0.1 0.0 0.5 0.290
H -5.504119 -3.388433 -1.746421 0.0 0.3 0.1 0.436
H -4.344536 -3.395662 -3.073677 -0.4 -0.5 -0.6 -0.239
H -4.217253 -8.023954 -0.924377 0.0 -0.4 0.3 0.260
H -4.012091 -7.229266 -2.255048 0.3 0.0 -0.7 0.284
C 3.486652 -2.900623 -2.312951 -1.0 -1.3 -0.2 -0.230
O 3.767940 -3.017278 -0.947460 0.6 0.3 0.9 -0.563
H 4.331066 -2.592289 -2.929394 -0.1 0.6 0.3 0.298
H 3.212958 -3.895625 -2.663910 0.1 -0.3 -0.3 0.291
H 2.546752 -2.351551 -2.369583 0.3 0.7 -0.9 -0.241
H 3.040113 -2.577630 -0.501839 0.3 -0.1 0.2 0.407
C -1.164131 4.424810 -1.179586 1.2 -0.3 1.2 -0.765
O -0.689521 3.709990 0.030371 -2.9 0.0 -1.5 -0.121
H -2.237069 4.366255 -1.362555 -0.1 -0.5 0.7 0.145
H -0.924775 5.484287 -1.088469 0.1 0.0 -0.1 0.444
H -0.682255 4.024466 -2.071562 0.1 0.0 0.0 0.116
H 0.234047 3.886444 0.223985 1.2 0.8 0.0 0.233
```
Forces are in eV/Å.

## Properties
Molar mass in g mol⁻¹: 1196.13
Calculated total energy in eV: -158886.031
2S+1: 5
Largest force on an atom in eV/Å: 7.05
Charge: +2